# 1
{"formula": "C23H12F5LuN2S4", "method": "ωB97M-V/def2-TZVPD", "species": ["Lu", "S", "C", "N", "C", "C", "C", "C", "C", "C", "S", "H", "H", "H", "H", "C", "C", "C", "C", "C", "C", "C", "C", "C", "S", "C", "N", "H", "H", "H", "H", "H", "H", "H", "H", "F", "C", "C", "F", "C", "F", "C", "S", "C", "F", "C", "F"], "coordinates": [[-0.05, -0.07, -0.15], [0.64, 0.55, 2.37], [1.80, -0.56, 1.77], [1.53, -1.38, 0.77], [2.64, -2.10, 0.36], [2.67, -3.02, -0.69], [3.86, -3.66, -0.97], [5.01, -3.42, -0.20], [4.99, -2.51, 0.84], [3.79, -1.85, 1.11], [3.45, -0.64, 2.31], [1.78, -3.20, -1.28], [3.91, -4.37, -1.78], [5.93, -3.94, -0.43], [5.87, -2.31, 1.42], [-2.94, 1.43, 0.49], [-1.91, 2.52, 0.33], [-2.18, 3.83, 0.76], [-1.22, 4.78, 0.64], [0.04, 4.45, 0.08], [1.06, 5.42, -0.09], [2.24, 5.04, -0.65], [2.45, 3.71, -1.07], [1.49, 2.74, -0.92], [1.82, 1.10, -1.50], [0.25, 3.12, -0.33], [-0.74, 2.18, -0.17], [-3.95, 1.85, 0.49], [-2.81, 0.92, 1.45], [-2.87, 0.71, -0.32], [-3.15, 4.06, 1.18], [-1.40, 5.80, 0.96], [0.88, 6.43, 0.24], [3.03, 5.77, -0.78], [3.39, 3.43, -1.52], [-5.27, -4.55, 1.05], [-4.39, -3.84, 0.36], [-4.35, -3.91, -1.02], [-5.21, -4.71, -1.65], [-3.44, -3.17, -1.74], [-3.45, -3.28, -3.07], [-2.52, -2.32, -1.13], [-1.36, -1.37, -2.04], [-2.60, -2.28, 0.25], [-1.73, -1.47, 0.93], [-3.50, -3.01, 1.01], [-3.51, -2.91, 2.34]], "multiplicity": 1, "homo_lumo_gap_ev": 7.38, "charge": 0, "mol_weight_g_mol": 714.6, "homo_energy_ev": -7.9, "e_lumo_ev": -0.5, "e_above_lowest_ev": 0.000}

---

# 2
{"formula": "C23H13N3O7S4SbV", "method": "ωB97M-V/def2-TZVPD", "species": ["V", "S", "Sb", "S", "S", "S", "C", "C", "C", "C", "C", "C", "C", "C", "C", "C", "C", "C", "C", "C", "C", "N", "H", "H", "H", "H", "H", "H", "H", "H", "H", "H", "O", "C", "O", "C", "C", "C", "C", "C", "C", "N", "O", "O", "N", "O", "O", "H", "H", "H", "O", "C"], "coordinates": [[-1.57, -0.72, -1.76], [-3.48, -3.21, 1.11], [-4.06, -2.34, -0.84], [-3.34, 0.10, -0.90], [-2.22, -2.60, -2.55], [-5.96, -2.47, -1.96], [2.55, -2.22, -3.50], [3.62, -1.59, -2.86], [3.45, -0.37, -2.23], [2.18, 0.20, -2.26], [1.11, -0.44, -2.88], [1.28, -1.66, -3.52], [1.69, 1.44, -1.70], [2.36, 2.39, -0.90], [1.67, 3.44, -0.43], [0.30, 3.63, -0.77], [-0.43, 4.75, -0.32], [-1.73, 4.93, -0.69], [-2.34, 3.99, -1.55], [-1.67, 2.89, -2.01], [-0.34, 2.70, -1.60], [0.40, 1.59, -1.99], [2.71, -3.17, -3.99], [4.60, -2.06, -2.86], [4.28, 0.12, -1.74], [0.46, -2.16, -4.01], [3.41, 2.23, -0.66], [2.15, 4.17, 0.22], [0.06, 5.47, 0.33], [-2.30, 5.78, -0.34], [-3.37, 4.13, -1.86], [-2.16, 2.19, -2.67], [-0.33, 0.68, 0.66], [-0.42, -0.52, 0.76], [-0.68, -1.33, -0.27], [-0.24, -1.19, 2.07], [-0.17, -0.39, 3.19], [-0.03, -0.99, 4.42], [0.05, -2.36, 4.58], [-0.03, -3.11, 3.43], [-0.18, -2.57, 2.17], [0.06, -4.60, 3.56], [0.06, -5.06, 4.68], [0.08, -5.24, 2.54], [0.06, -0.13, 5.63], [0.25, -0.68, 6.69], [-0.10, 1.06, 5.48], [-0.23, 0.68, 3.10], [0.15, -2.81, 5.56], [-0.27, -3.21, 1.31], [-1.29, 0.27, -3.24], [-0.07, 0.36, -2.63]], "multiplicity": 1, "homo_lumo_gap_ev": 6.17, "charge": 0, "mol_weight_g_mol": 744.3, "homo_energy_ev": -8.5, "e_lumo_ev": -2.3}

---

# 3
{"formula": "C23H15BiF3N3O4S", "method": "ωB97M-V/def2-TZVPD", "species": ["Bi", "C", "C", "C", "C", "C", "C", "C", "S", "O", "O", "N", "C", "C", "C", "C", "C", "N", "H", "H", "H", "H", "H", "H", "H", "H", "H", "H", "H", "F", "C", "F", "F", "C", "O", "O", "N", "C", "C", "C", "C", "C", "C", "C", "C", "C", "H", "H", "H", "H"], "coordinates": [[-1.12, -2.76, -1.07], [2.18, 3.88, -0.87], [2.27, 2.38, -0.93], [2.01, 1.69, -2.11], [2.11, 0.31, -2.16], [2.47, -0.40, -1.02], [2.73, 0.27, 0.16], [2.62, 1.65, 0.21], [2.54, -2.16, -1.08], [3.64, -2.58, -0.26], [2.43, -2.56, -2.45], [1.15, -2.63, -0.39], [0.89, -2.76, 0.93], [1.73, -2.78, 2.05], [1.15, -2.93, 3.29], [-0.23, -3.08, 3.44], [-1.01, -3.07, 2.30], [-0.44, -2.91, 1.10], [1.75, 4.29, -1.79], [3.17, 4.32, -0.73], [1.55, 4.20, -0.04], [1.75, 2.24, -3.00], [1.91, -0.23, -3.08], [3.04, -0.28, 1.04], [2.83, 2.18, 1.13], [2.80, -2.69, 1.92], [1.78, -2.95, 4.17], [-0.69, -3.20, 4.41], [-2.08, -3.17, 2.32], [-3.33, -5.28, 1.59], [-3.53, -5.16, 0.26], [-4.36, -6.10, -0.13], [-2.32, -5.40, -0.33], [-4.03, -3.72, -0.07], [-5.21, -3.56, -0.23], [-3.10, -2.82, -0.06], [-1.51, 7.38, -0.31], [-1.48, 6.23, -0.40], [-1.43, 4.80, -0.50], [-1.46, 4.20, -1.76], [-1.39, 2.82, -1.86], [-1.30, 2.03, -0.71], [-1.27, 2.64, 0.54], [-1.34, 4.02, 0.65], [-1.24, 0.61, -0.82], [-1.19, -0.60, -0.89], [-1.53, 4.81, -2.65], [-1.42, 2.34, -2.83], [-1.20, 2.03, 1.43], [-1.32, 4.50, 1.62]], "multiplicity": 1, "homo_lumo_gap_ev": 8.57, "charge": 0, "mol_weight_g_mol": 695.4, "homo_energy_ev": -9.2, "e_lumo_ev": -0.7, "e_above_lowest_ev": 0.000}

---

# 4
{"formula": "C23H15Cl72NO3PS", "method": "ωB97M-V/def2-TZVPD", "species": ["C", "C", "C", "O", "S", "C", "O", "C", "P", "N", "O", "H", "H", "H", "H", "H", "H", "H", "H", "H", "H", "H", "H", "H", "H", "H", "C", "Cl", "Cl", "Cl", "Cl", "C", "Cl", "Cl", "Cl", "Cl", "C", "Cl", "Cl", "Cl", "Cl", "C", "Cl", "Cl", "Cl", "Cl", "C", "Cl", "Cl", "Cl", "Cl", "C", "Cl", "Cl", "Cl", "Cl", "C", "Cl", "Cl", "Cl", "Cl", "C", "Cl", "Cl", "Cl", "Cl", "C", "Cl", "Cl", "Cl", "Cl", "C", "Cl", "Cl", "Cl", "Cl", "C", "Cl", "Cl", "Cl", "Cl", "C", "Cl", "Cl", "Cl", "Cl", "C", "Cl", "Cl", "Cl", "Cl", "C", "Cl", "Cl", "Cl", "Cl", "C", "Cl", "Cl", "Cl", "Cl", "C", "Cl", "Cl", "Cl", "Cl", "C", "Cl", "Cl", "Cl", "Cl", "C", "Cl", "Cl", "Cl", "Cl"], "coordinates": [[-1.26, 1.45, -5.72], [0.03, 0.81, -5.17], [-0.10, -0.66, -4.81], [-1.00, -0.96, -3.69], [-1.17, 0.17, -2.58], [-2.56, -0.50, -1.59], [-3.79, -0.10, -2.04], [-4.11, -0.47, -3.38], [0.66, -0.05, -1.31], [0.71, 1.58, -0.87], [0.05, -0.66, 0.06], [-1.79, 0.74, -6.36], [-1.00, 2.30, -6.35], [-1.93, 1.80, -4.92], [0.46, 1.41, -4.36], [0.78, 0.82, -5.98], [0.88, -1.11, -4.61], [-0.54, -1.20, -5.65], [-2.42, -1.59, -1.53], [-2.38, -0.05, -0.60], [-3.69, 0.27, -4.08], [-3.72, -1.47, -3.62], [-5.19, -0.47, -3.46], [-0.05, 2.17, -1.21], [1.57, 1.99, -1.23], [0.08, -1.63, 0.08], [4.10, -0.47, 1.80], [3.39, -2.08, 1.88], [5.77, -0.56, 1.25], [3.14, 0.45, 0.63], [4.02, 0.33, 3.37], [1.19, -5.42, 0.18], [1.98, -5.03, 1.71], [2.38, -5.96, -0.99], [-0.03, -6.65, 0.46], [0.36, -3.97, -0.46], [-7.92, -4.07, -0.66], [-8.95, -2.63, -0.57], [-8.70, -5.43, 0.13], [-7.63, -4.47, -2.36], [-6.38, -3.74, 0.14], [-3.38, -3.30, 2.96], [-2.52, -2.66, 4.35], [-2.22, -3.63, 1.65], [-4.18, -4.81, 3.38], [-4.58, -2.14, 2.39], [2.99, 4.88, 0.77], [2.96, 4.55, -0.98], [3.98, 3.67, 1.59], [3.68, 6.48, 1.03], [1.34, 4.82, 1.39], [4.68, 7.51, -4.13], [6.04, 8.61, -4.32], [5.06, 5.98, -4.94], [4.41, 7.18, -2.41], [3.22, 8.23, -4.82], [-11.45, -4.36, 3.61], [-13.12, -3.86, 3.80], [-11.38, -6.12, 3.44], [-10.76, -3.61, 2.18], [-10.52, -3.89, 5.04], [-0.49, -5.95, 6.22], [-2.04, -5.19, 6.54], [-0.71, -7.69, 6.01], [0.19, -5.27, 4.73], [0.62, -5.64, 7.56], [1.65, 5.34, -7.44], [0.02, 5.93, -7.76], [2.84, 6.47, -8.08], [1.88, 5.15, -5.70], [1.88, 3.77, -8.24], [1.42, 8.29, 3.85], [-0.25, 7.91, 3.40], [2.18, 9.20, 2.55], [1.41, 9.26, 5.32], [2.30, 6.78, 4.13], [-8.38, -9.82, -0.01], [-7.03, -10.73, 0.68], [-7.75, -8.57, -1.09], [-9.44, -10.90, -0.90], [-9.29, -9.04, 1.30], [6.71, 2.06, -2.29], [6.51, 1.79, -4.03], [7.76, 0.81, -1.62], [7.40, 3.66, -2.01], [5.13, 1.94, -1.51], [6.60, -2.96, -3.48], [7.48, -4.37, -2.87], [7.67, -1.96, -4.46], [5.24, -3.51, -4.46], [6.00, -2.01, -2.11], [12.05, -3.52, -5.51], [11.68, -3.75, -7.23], [13.14, -4.80, -4.97], [12.81, -1.95, -5.28], [10.55, -3.59, -4.58], [0.31, 13.34, 5.99], [-0.28, 12.25, 4.73], [1.16, 14.70, 5.24], [-1.05, 13.94, 6.93], [1.42, 12.46, 7.04], [5.27, 12.14, 8.62], [4.54, 10.66, 7.96], [4.53, 12.50, 10.19], [7.00, 11.89, 8.83], [4.99, 13.48, 7.51], [-6.06, -4.89, 7.22], [-4.91, -3.56, 7.00], [-5.67, -6.18, 6.07], [-5.93, -5.51, 8.86], [-7.69, -4.32, 6.91], [-2.69, -9.83, -0.57], [-4.44, -9.86, -0.85], [-1.91, -8.94, -1.88], [-2.36, -9.03, 0.97], [-2.07, -11.48, -0.52]], "multiplicity": 1, "homo_lumo_gap_ev": 9.03, "charge": 1, "mol_weight_g_mol": 2969.0, "homo_energy_ev": -12.2, "e_lumo_ev": -3.1}

---

# 5
{"formula": "C23H16AsLaO6", "method": "ωB97M-V/def2-TZVPD", "species": ["O", "C", "La", "O", "C", "C", "O", "C", "O", "C", "O", "H", "O", "As", "C", "C", "C", "C", "C", "C", "C", "C", "C", "C", "C", "C", "C", "C", "C", "C", "C", "C", "H", "H", "H", "H", "H", "H", "H", "H", "H", "H", "H", "H", "H", "H", "H"], "coordinates": [[5.07, -2.41, -4.55], [4.56, -2.49, -3.53], [2.14, -0.94, -2.09], [3.49, -0.23, -5.62], [3.12, -0.48, -4.55], [2.96, -2.72, -0.32], [3.03, -3.35, 0.66], [4.33, -0.13, -1.03], [5.03, 0.40, -0.28], [1.36, -3.33, -2.82], [0.69, -4.28, -2.88], [3.91, -2.76, -1.89], [0.67, -0.18, -0.78], [-0.63, 0.40, 0.31], [-0.16, 2.18, 0.76], [0.35, 2.96, -0.28], [0.76, 4.28, -0.03], [0.64, 4.81, 1.27], [0.04, 4.05, 2.30], [-0.39, 2.73, 2.04], [-2.32, 0.34, -0.66], [-3.20, 1.44, -0.61], [-4.45, 1.35, -1.25], [-4.82, 0.16, -1.89], [-4.00, -0.97, -1.82], [-2.73, -0.88, -1.23], [-0.44, -0.77, 1.84], [0.34, -0.42, 2.94], [0.67, -1.40, 3.89], [0.22, -2.72, 3.74], [-0.60, -3.04, 2.65], [-0.99, -2.06, 1.73], [0.45, 2.56, -1.29], [1.21, 4.89, -0.82], [0.99, 5.83, 1.50], [-0.08, 4.46, 3.31], [-0.87, 2.14, 2.82], [-2.91, 2.36, -0.11], [-5.11, 2.22, -1.26], [-5.80, 0.09, -2.37], [-4.33, -1.93, -2.26], [-2.07, -1.75, -1.24], [0.68, 0.61, 3.08], [1.32, -1.15, 4.73], [0.49, -3.49, 4.48], [-0.92, -4.08, 2.49], [-1.69, -2.29, 0.94]], "multiplicity": 1, "homo_lumo_gap_ev": [4.73, 4.67], "charge": 2, "mol_weight_g_mol": 602.2, "homo_energy_ev": [-12.8, -12.8], "e_lumo_ev": [-8.1, -8.1]}

---

# 6
{"formula": "C23H16Br2F6N9O6ReS3", "method": "ωB97M-V/def2-TZVPD", "species": ["Re", "C", "C", "N", "N", "C", "N", "S", "C", "C", "C", "C", "C", "N", "H", "H", "H", "H", "H", "H", "H", "H", "H", "H", "Br", "C", "C", "C", "Br", "C", "C", "C", "C", "N", "C", "C", "O", "H", "H", "H", "H", "N", "C", "O", "C", "C", "N", "C", "N", "H", "H", "F", "C", "F", "F", "S", "O", "O", "N", "S", "O", "O", "C", "F", "F", "F"], "coordinates": [[0.02, 0.20, 0.28], [0.64, 4.07, 2.88], [1.10, 2.89, 2.07], [1.19, 2.76, 0.81], [0.85, 3.57, -0.18], [0.77, 2.96, -1.39], [0.44, 3.63, -2.48], [1.22, 1.32, -1.52], [1.55, 1.64, 2.71], [2.29, 1.68, 3.88], [2.90, 0.53, 4.36], [2.71, -0.64, 3.64], [1.90, -0.63, 2.52], [1.32, 0.48, 2.04], [1.50, 4.60, 3.27], [0.06, 4.76, 2.27], [0.03, 3.74, 3.72], [0.46, 4.51, -0.04], [0.09, 4.57, -2.47], [0.23, 3.04, -3.29], [2.43, 2.62, 4.38], [3.52, 0.56, 5.24], [3.21, -1.55, 3.94], [1.72, -1.55, 1.99], [-2.70, 4.36, 1.05], [-2.95, 2.71, 1.89], [-3.89, 2.52, 2.90], [-4.03, 1.28, 3.49], [-5.22, 1.08, 4.94], [-3.26, 0.16, 3.07], [-3.37, -1.16, 3.54], [-2.54, -2.13, 3.03], [-1.54, -1.78, 2.12], [-1.40, -0.55, 1.68], [-2.26, 0.41, 2.10], [-2.09, 1.68, 1.49], [-1.15, 1.85, 0.63], [-4.49, 3.34, 3.24], [-4.11, -1.40, 4.29], [-2.63, -3.15, 3.35], [-0.83, -2.51, 1.75], [0.94, -2.80, -2.13], [1.51, -1.97, -1.25], [0.86, -1.61, -0.22], [2.86, -1.55, -1.43], [3.59, -1.86, -2.58], [4.18, -2.16, -3.52], [3.42, -0.78, -0.41], [3.83, -0.20, 0.50], [1.43, -3.10, -2.97], [-0.05, -3.00, -2.05], [-3.76, -2.03, -0.10], [-3.55, -1.78, -1.41], [-2.75, -2.75, -1.86], [-4.71, -1.86, -2.04], [-2.70, -0.13, -1.64], [-1.31, -0.47, -1.34], [-3.31, 0.76, -0.70], [-2.99, 0.07, -3.15], [-2.12, 1.08, -4.00], [-2.03, 0.74, -5.36], [-0.91, 1.46, -3.30], [-3.11, 2.68, -3.87], [-4.39, 2.55, -4.17], [-2.56, 3.63, -4.63], [-3.01, 3.09, -2.60]], "multiplicity": 2, "s_squared": 0.7633, "homo_lumo_gap_ev": [5.08, 5.30], "charge": 1, "mol_weight_g_mol": 1070.6, "homo_energy_ev": [-10.8, -10.8], "e_lumo_ev": [-5.7, -5.5], "e_above_lowest_ev": 1.437}